# 1
Computed, not measured: the ion C5H13NS with charge +1 in a non-equilibrium geometry, with ωB97M-V with the def2-TZVPD basis set.

Geometry as XYZ:
```
20
Properties=species:S:1:pos:R:3:mulliken_charge:R:1
C -1.057 0.361 0.913 -0.47
C -2.000 -0.726 0.582 -0.56
S -2.171 -1.989 1.914 -0.16
C 0.403 0.184 0.644 -0.56
N 0.661 0.499 -0.802 0.26
C 1.142 -0.749 -1.573 -0.81
C 1.665 1.563 -0.818 -0.93
H -1.386 1.242 0.394 0.34
H -1.112 0.545 2.063 0.29
H -1.517 -1.186 -0.353 0.10
H -2.974 -0.379 0.298 0.39
H -3.327 -1.714 2.382 0.16
H 1.095 0.934 1.076 0.38
H 0.783 -0.862 0.974 0.35
H 0.327 -1.473 -1.860 0.28
H 1.885 -1.268 -0.937 0.41
H 1.688 -0.288 -2.421 0.36
H 1.583 2.193 0.006 0.41
H 1.648 2.007 -1.865 0.33
H 2.665 1.105 -0.618 0.43
```

Values from the calculation:
2S+1   2
Total charge   +1
Highest occupied orbital energy (alpha / beta)   -0.46059 / -0.45840 Ha
Kohn-Sham gap (alpha / beta)   9.76 / 4.54 eV

# 2
Computed, not measured: a cluster of 9 separate species, C34H94N8O9 in total in a non-equilibrium geometry, with ωB97M-V with the def2-TZVPD basis set.

Geometry as XYZ:
```
145
Properties=species:S:1:pos:R:3:mulliken_charge:R:1
C -9.542 -10.149 -9.673 -1.39
C -9.469 -10.975 -8.395 0.48
C -10.611 -10.655 -7.428 -0.64
O -10.761 -9.236 -7.121 -0.33
C -9.612 -8.666 -6.476 -0.73
N -9.580 -12.363 -8.851 -0.75
H -9.401 -9.082 -9.496 0.32
H -10.505 -10.182 -10.183 0.35
H -8.759 -10.436 -10.374 0.41
H -8.486 -10.771 -7.969 0.26
H -10.383 -11.167 -6.493 0.33
H -11.555 -11.041 -7.812 0.31
H -9.735 -7.629 -6.163 0.27
H -8.687 -8.786 -7.039 0.26
H -9.455 -9.118 -5.496 0.31
H -10.314 -12.521 -9.527 0.27
H -8.844 -12.700 -9.454 0.27
C -16.262 -7.233 -11.033 -1.46
C -16.590 -6.278 -9.947 0.32
C -17.658 -6.861 -8.967 -0.60
O -17.690 -6.054 -7.763 -0.34
C -18.922 -6.387 -7.042 -0.78
N -15.364 -5.964 -9.270 -0.73
H -17.158 -7.423 -11.624 0.35
H -15.933 -8.149 -10.543 0.37
H -15.499 -6.804 -11.683 0.36
H -16.925 -5.337 -10.382 0.33
H -17.308 -7.866 -8.731 0.29
H -18.633 -6.992 -9.435 0.39
H -18.933 -7.461 -6.857 0.31
H -19.813 -6.106 -7.603 0.30
H -18.994 -6.030 -6.015 0.29
H -14.980 -6.837 -8.934 0.26
H -15.722 -5.490 -8.453 0.35
C -3.350 -0.291 3.421 -1.38
C -4.230 -0.021 4.598 0.33
C -4.573 -1.236 5.514 -0.72
O -3.438 -1.570 6.244 -0.33
C -3.685 -2.396 7.399 -0.83
N -3.601 0.958 5.349 -0.76
H -3.875 -1.058 2.851 0.33
H -2.329 -0.598 3.647 0.28
H -3.294 0.583 2.772 0.38
H -5.151 0.364 4.159 0.38
H -4.985 -2.074 4.951 0.39
H -5.386 -0.934 6.174 0.43
H -4.603 -2.984 7.370 0.33
H -3.768 -1.882 8.357 0.31
H -2.885 -3.116 7.573 0.27
H -2.842 0.426 5.751 0.35
H -4.176 1.179 6.150 0.26
C -15.882 -14.635 -1.703 -1.38
C -16.222 -13.324 -2.431 0.62
C -17.446 -13.535 -3.355 -0.82
O -17.339 -14.699 -4.130 -0.33
C -16.689 -14.492 -5.325 -0.68
N -16.373 -12.278 -1.489 -0.75
H -14.879 -14.574 -1.279 0.39
H -15.859 -15.470 -2.403 0.34
H -16.611 -14.891 -0.934 0.34
H -15.376 -12.981 -3.027 0.22
H -17.730 -12.674 -3.961 0.36
H -18.276 -13.699 -2.668 0.34
H -15.653 -14.246 -5.089 0.29
H -17.188 -13.709 -5.896 0.30
H -16.715 -15.438 -5.865 0.23
H -16.210 -11.403 -1.965 0.27
H -15.631 -12.236 -0.806 0.25
C -7.856 0.117 -9.810 -1.35
C -8.613 -1.057 -9.209 0.50
C -9.310 -0.815 -7.834 -0.74
O -8.209 -0.585 -6.915 -0.31
C -8.634 -0.370 -5.609 -0.75
N -9.664 -1.376 -10.174 -0.76
H -8.454 0.919 -10.241 0.32
H -7.241 -0.276 -10.620 0.32
H -7.172 0.665 -9.161 0.35
H -7.898 -1.864 -9.053 0.26
H -9.903 -1.671 -7.511 0.41
H -9.926 0.082 -7.904 0.34
H -9.043 -1.295 -5.202 0.28
H -9.393 0.410 -5.554 0.31
H -7.846 -0.012 -4.946 0.25
H -10.393 -0.677 -10.208 0.27
H -10.169 -2.148 -9.762 0.28
C -5.451 -7.795 3.300 -1.44
C -5.506 -8.111 1.789 0.40
C -5.268 -6.861 0.951 -0.72
O -4.954 -7.224 -0.413 -0.34
C -4.470 -6.065 -1.136 -0.70
N -4.564 -9.156 1.586 -0.75
H -5.657 -8.694 3.881 0.36
H -6.167 -7.017 3.563 0.35
H -4.453 -7.484 3.609 0.35
H -6.517 -8.458 1.575 0.28
H -4.428 -6.348 1.419 0.35
H -6.108 -6.166 0.942 0.40
H -3.707 -5.585 -0.523 0.31
H -5.354 -5.466 -1.352 0.27
H -3.997 -6.283 -2.094 0.25
H -3.624 -8.806 1.701 0.27
H -4.542 -9.233 0.580 0.35
C -15.356 -3.814 -0.862 -1.34
C -14.097 -4.715 -1.209 0.40
C -13.302 -5.036 0.097 -0.64
O -12.745 -3.890 0.676 -0.30
C -12.143 -4.215 1.983 -0.72
N -14.649 -5.900 -1.890 -0.70
H -15.950 -3.524 -1.729 0.36
H -15.037 -2.930 -0.310 0.34
H -16.077 -4.253 -0.173 0.35
H -13.412 -4.203 -1.886 0.28
H -12.580 -5.818 -0.139 0.32
H -14.062 -5.478 0.742 0.30
H -11.419 -5.028 1.932 0.29
H -12.929 -4.402 2.714 0.31
H -11.617 -3.303 2.268 0.25
H -13.816 -6.323 -2.273 0.26
H -15.259 -5.622 -2.645 0.24
C -11.648 0.969 8.595 -1.42
C -13.105 1.318 8.988 0.49
C -14.144 0.165 9.220 -0.83
O -14.249 -0.480 7.973 -0.26
C -15.205 -1.509 7.996 -0.81
N -12.977 1.987 10.292 -0.78
H -11.582 0.679 7.546 0.34
H -11.259 0.097 9.120 0.33
H -10.981 1.827 8.681 0.41
H -13.592 2.006 8.297 0.29
H -15.130 0.488 9.554 0.40
H -13.787 -0.495 10.010 0.39
H -16.223 -1.213 8.246 0.29
H -14.798 -2.179 8.754 0.35
H -15.117 -2.067 7.064 0.24
H -13.909 1.956 10.682 0.28
H -12.541 1.318 10.911 0.29
C -13.603 4.333 2.808 -1.12
C -13.897 2.879 2.505 -0.02
O -12.929 2.301 1.675 -0.52
H -13.551 4.891 1.874 0.29
H -12.666 4.495 3.341 0.31
H -14.386 4.852 3.362 0.35
H -14.879 2.866 2.033 0.22
H -13.833 2.391 3.478 0.20
H -12.962 1.343 1.714 0.30
```

Values from the calculation:
SMILES   COC[C@H](C)N.COC[C@H](C)N.COC[C@H](C)N.COC[C@H](C)N.COC[C@H](C)N.COC[C@H](C)N.COC[C@H](C)N.COC[C@H](C)N.CCO
Total charge   0
Highest occupied orbital energy   -0.33246 Ha
Kohn-Sham gap   9.27 eV

# 3
Computed, not measured: a structure of composition C5H6NO3PS2 in a non-equilibrium geometry, with ωB97M-V with the def2-TZVPD basis set.

Geometry as XYZ:
```
18
Properties=species:S:1:pos:R:3:mulliken_charge:R:1
C -2.266 -1.577 -0.939 0.68
C -0.785 0.054 -0.409 0.44
C 0.394 -0.057 -0.176 -0.32
C 1.611 2.837 1.052 -0.53
C 1.290 -2.617 -0.069 -0.93
N -1.707 -2.616 -0.819 -0.63
O -3.117 -0.693 -1.114 -0.45
O -3.098 1.257 0.632 -0.72
O -2.515 1.746 -1.765 -0.71
P -2.384 0.863 -0.597 0.80
S 3.103 1.734 0.963 -0.75
S 1.943 -0.827 0.093 -0.06
H 0.995 2.217 0.374 -0.10
H 1.871 3.845 0.866 0.30
H 1.111 2.812 2.098 0.14
H 0.534 -2.816 0.704 0.28
H 2.186 -3.352 0.105 0.24
H 0.835 -2.810 -0.999 0.33
```

Values from the calculation:
Total charge   -2
Highest occupied orbital energy   -0.00153 Ha
Kohn-Sham gap   5.48 eV

We obtain E_tot values of -17710.984, -67122.497, -43873.323 eV for the records listed above, in that order.
We obtain energy above the lowest of the compared OMol25 structures with the same formula, charge and spin values of 174.8, 517.9, 123.2 kJ/mol for the records listed above, in that order.